No. 1
A gas-phase ion, C5H13N2O (charge +1). Source: OMol25; level of theory: the ωB97M-V functional and the def2-TZVPD basis.

Calculated values
LUMO level: -3.51 eV
SMILES string: C=C(N)C[C@@H]([NH3+])CO
orbital gap: 8.14 eV
highest occupied orbital energy: -11.642 eV

Geometry as ORCA input:
```
! RIJCOSX wB97M-V def2-TZVPD def2/J DEFGRID3
* xyz 1 1
O 0.59191 0.41441 2.87761
N -0.62354 -0.82468 -2.45229
N -1.50376 -0.41358 1.08308
C -0.27755 0.84057 -0.70773
C 0.26033 -0.34110 -1.49846
C 1.58561 -0.56493 -1.55577
C -0.44083 0.62372 0.79806
C 0.90353 0.25028 1.47103
H 1.80240 0.74839 1.07323
H -0.70625 1.52246 1.37058
H -1.22611 1.12783 -1.21695
H 0.95990 -0.86561 1.40305
H 1.06691 1.19721 3.18737
H 0.28180 1.79929 -0.76230
H 2.20239 -0.83517 -2.42018
H -1.11713 -1.35864 0.99232
H -1.61952 -0.73661 -2.52665
H -1.79319 -0.37325 2.07417
H -2.36089 -0.36865 0.51819
H -0.22323 -1.60076 -2.94985
H 2.23725 -0.24120 -0.75853
*
```

=====

No. 2
A molecular structure, C2H6F4N2P2S2. Source: OMol25; level of theory: the ωB97M-V functional and the def2-TZVPD basis.

Calculated values
LUMO level: 0.00 eV
orbital gap: 9.73 eV
highest occupied orbital energy: -9.721 eV

Geometry as ORCA input:
```
! RIJCOSX wB97M-V def2-TZVPD def2/J DEFGRID3
* xyz 0 1
S -2.50610 -2.61961 0.29930
S -0.67127 2.98172 -1.12643
P -1.47257 1.50587 -0.13567
P -1.14096 -1.57302 -0.49601
F -1.66499 1.67121 1.43857
F 0.42098 -2.21240 -0.66322
F -1.15156 -1.67887 -2.19392
F -3.00336 1.03225 -0.41667
N 0.53659 0.48288 0.19898
N -0.65879 0.02227 -0.23755
C 0.83945 -0.13018 1.44797
C 1.68787 0.39728 -0.71525
H 2.29157 1.31193 -0.62116
H 1.43143 0.24323 -1.86024
H 0.30242 0.29416 2.36034
H 1.91381 -0.06466 1.65144
H 2.29802 -0.45509 -0.39926
H 0.54745 -1.20894 1.46877
*
```

=====

No. 3
A gas-phase ion, C6H13N2O2S (charge -1). Source: OMol25; level of theory: the ωB97M-V functional and the def2-TZVPD basis.

Calculated values
LUMO level: 3.48 eV
SMILES string: CC(C)(C)C(O)(O)C(=S)N[NH-]
orbital gap: 6.74 eV
highest occupied orbital energy: -3.256 eV

Geometry as ORCA input:
```
! RIJCOSX wB97M-V def2-TZVPD def2/J DEFGRID3
* xyz -1 1
S 3.25228 0.03780 0.21173
O -0.05731 1.72273 -1.07353
O 0.95934 1.71868 0.95595
N 1.74581 -0.32140 -1.91523
N 0.65027 -0.30065 -2.75967
C -0.79206 -0.02949 0.61924
C -1.35998 -1.05801 -0.32737
C 0.49158 0.88134 -0.14136
C 1.83636 0.22732 -0.73903
C -1.77942 0.82773 1.31902
C -0.05977 -0.82903 1.72394
H 0.29474 -0.37999 2.65919
H -2.56425 0.19867 1.68122
H -0.92349 -2.06284 -0.26775
H -0.67320 -1.61299 2.07005
H 1.80443 1.18361 1.29888
H -2.37862 -1.12506 -0.05917
H 0.65947 -1.42006 1.14322
H 0.96398 -0.08294 -3.70655
H -1.28362 1.36441 2.16394
H -1.21296 -0.81431 -1.34082
H -2.18534 1.60207 0.67583
H 2.59008 -0.83514 -2.33512
H 0.02166 1.10756 -1.85663
*
```

=====

Which of these has the lowest highest occupied orbital energy?
C5H13N2O

=====

Which value of highest occupied orbital energy does entry 2 give?
-9.721 eV

=====

Number 3 is which compound?
C6H13N2O2S